[1]
Molecular formula: C24H56F9O31S10V
Method: DFT, wB97M-V/def2-TZVPD

Calculated values
- net charge = -1
- 2S+1 = 2
- E (Eh) = -9105.14306
- LUMO energy (spin up / spin down) (eV) = 1.6561 / 1.7696

Each line ends with the Löwdin charge.
Geometry (Å):
O -1.59887 1.79182 -4.35896  -0.32
O 3.24983 0.34819 2.27555  -0.29
H 4.69445 -2.13509 -0.03582  0.06
S -5.43264 -5.00195 -0.28406  0.72
C 3.59093 4.47549 -4.47376  -0.31
O -0.64773 0.34453 -2.68664  -0.39
C 1.41708 2.14734 -5.54584  -0.05
H 0.36431 4.66065 6.46246  0.08
H 0.45157 -2.62030 4.93579  0.06
H 4.48979 -1.61071 1.65733  0.04
H 0.34661 1.96602 -5.64232  0.05
H 0.62573 -5.64485 -3.04488  0.07
H -5.02523 0.99684 4.44015  0.11
H -2.91588 3.39284 4.98848  0.07
C -5.68136 -3.24652 -1.05375  -0.06
C 4.61980 -1.20574 -3.72368  -0.66
H -4.26289 3.45011 3.73984  0.07
H -3.06161 -2.56925 3.93223  0.06
H 3.95854 5.06146 -3.63139  0.12
O 2.32130 -1.18344 -2.31374  -0.37
O 2.85178 -3.22465 -3.47950  -0.29
C 1.19313 4.41563 7.12663  -0.07
O 1.91558 -2.30487 0.42721  -0.32
H -1.91467 -4.09700 2.13321  0.07
O -0.11971 -3.33383 -4.37908  -0.26
H -4.70447 -2.76341 -1.03388  0.04
H -0.42338 6.12163 -0.33736  0.11
C -1.74653 3.67580 -1.61462  -0.07
F 4.64163 0.11897 -4.06708  0.09
O -1.25396 3.87635 1.04941  -0.29
H 2.27346 3.24689 5.64385  0.11
H 0.18119 -5.07409 -1.41710  0.05
S 0.59441 0.90069 5.63455  0.70
S 1.68495 2.78535 -3.82683  0.74
O -2.22241 -3.44585 -2.91599  -0.28
C 0.60191 5.75433 -0.29293  -0.30
O 2.07414 -1.19803 -4.67304  -0.30
H 2.56493 6.20221 -0.88347  0.07
H 4.80930 5.31476 -5.96597  0.07
H -6.32243 -2.62273 -0.43084  0.06
H 5.25344 -3.14729 1.34722  0.07
H -1.54886 -5.27841 -4.88479  0.06
H -3.16462 -5.31808 -5.53477  0.07
H 1.16867 -2.28608 2.63049  0.10
O 0.69046 4.37945 -0.55203  -0.27
C -2.00715 -4.95563 1.46815  -0.10
F 5.30118 -1.40339 -2.60516  0.14
O 3.29584 3.22629 -3.88085  -0.25
H 2.73153 4.97688 -4.91888  0.11
H -6.06135 -3.42143 -2.06028  0.05
C -4.04780 1.45157 4.60128  -0.28
H 1.64304 7.52531 -0.74173  0.08
C 4.78557 4.36699 -5.42813  -0.06
H 4.51083 3.56271 -6.11058  0.08
H 0.17864 2.52581 4.12865  0.07
S 2.84164 -3.31642 0.90453  0.72
H -4.63784 3.43637 5.35028  0.06
H 2.54593 -1.92978 3.70305  0.12
C 4.48531 -2.46588 0.98150  -0.08
H -2.87281 -6.00287 -3.97551  0.07
H -2.75613 -3.09907 -4.97843  0.11
H -0.96730 -4.92190 1.14309  0.08
C -2.94697 -1.53661 4.26179  -0.11
H -2.60897 3.03328 -1.43724  0.07
O -3.10458 1.07046 3.63449  -0.29
H 2.00078 1.23175 -5.64115  0.07
C 3.37778 2.99019 1.38281  -0.65
O -0.80168 0.38340 5.76622  -0.32
H 1.43925 6.52970 -2.26072  0.08
S -0.52440 -3.43177 -3.02742  0.71
F -4.02034 -0.58958 -4.23149  0.10
H 0.22893 -4.05399 3.92643  0.07
H -3.61443 -1.25558 5.07641  0.06
O 2.54455 -3.65554 2.51499  -0.27
F 4.26109 3.26636 2.28157  0.18
C 1.87586 -2.71052 3.34311  -0.28
O -4.17726 -4.51323 0.73108  -0.25
O -0.00471 -2.47157 -2.03456  -0.32
S 3.43108 1.06457 1.05504  0.51
H 2.42379 2.77050 7.40032  0.12
H -2.13214 4.69192 -1.69771  0.07
H 1.94054 5.20650 7.06343  0.08
S -0.60412 3.40940 -0.19236  0.72
O -0.09083 -0.63396 -0.14423  -0.21
F 3.65142 3.60360 0.24711  0.15
O 0.63353 2.24384 6.56728  -0.30
C -2.90667 -3.73097 -4.10313  -0.29
H -1.11922 -5.77856 -2.47548  0.04
O 1.72563 0.04246 6.01204  -0.31
H -2.00203 -5.89870 2.01467  0.09
H 0.86032 5.87700 0.75886  0.12
O 2.37995 0.72777 0.11257  -0.36
C -2.86954 -4.85065 0.27666  -0.30
C 0.97298 -3.39227 4.36983  -0.05
O 1.65277 1.67506 -2.82680  -0.33
C 1.56789 6.52941 -1.17834  -0.05
F -3.89664 0.97395 -2.72522  0.16
O -1.21277 -0.65117 -4.83638  -0.30
H -1.89156 -1.52361 4.53389  0.05
S 2.81710 -1.76550 -3.53398  0.53
C -3.89132 3.02375 4.67164  -0.04
O -4.98274 -5.95267 -1.28303  -0.31
H 1.86777 2.10286 3.88814  0.04
V 0.87748 0.04399 -1.17468  1.06
H -2.39497 -4.03731 -0.27231  0.12
H -3.58999 1.01333 5.48810  0.10
H -1.18941 3.48122 -2.53106  0.04
H 0.80771 4.33034 8.14265  0.08
C -0.17720 -5.23174 -2.43435  -0.04
O -4.73021 -0.54378 2.40215  -0.32
F 5.22617 -1.79066 -4.70833  0.17
C 0.86322 1.69036 3.98211  -0.08
O -6.62701 -5.30241 0.55472  -0.34
F 2.13706 3.35795 1.81175  0.09
C -2.59897 -5.16434 -4.61580  -0.08
O 2.98289 -4.63706 0.22544  -0.31
C 1.76657 3.10752 6.59870  -0.27
S -3.33245 -0.41773 2.87647  0.72
H 1.63568 -3.95922 5.02367  0.08
O -0.18832 2.01865 -0.30049  -0.32
H -3.96173 -3.59423 -3.86592  0.11
O -2.21473 -0.61734 1.89195  -0.32
O 0.96155 4.02225 -3.63791  -0.30
F -3.21304 -0.97905 -2.20321  0.14
C -3.30701 -0.08534 -3.17722  -0.62
S -1.52282 0.41881 -3.85855  0.58
O 4.76174 0.92911 0.51268  -0.28
H 1.62323 2.94251 -6.26230  0.07
H 5.72204 4.22385 -4.88902  0.08
H -2.62750 -5.85738 -0.06394  0.12
H 0.50939 0.91571 3.30181  0.08

=====

[2]
Molecular formula: C11H25FeN3O3P2
Method: DFT, wB97M-V/def2-TZVPD

Calculated values
- net charge = +1
- 2S+1 = 6
- E (Eh) = -2770.12134
- energy relative to the best compared isomer or geometry (same formula, charge and spin) (kcal/mol) = 24.1
- LUMO energy (spin up / spin down) (eV) = -3.5964 / -5.2547

Each line ends with the Löwdin charge.
Geometry (Å):
H -3.25956 -5.42651 1.20938  0.18
C -2.74915 -2.32977 0.14698  -0.62
C -1.21239 0.39015 -2.14834  -0.17
O -3.13964 -1.39586 -0.57364  0.05
H 3.42756 -2.01505 0.21917  0.08
N -2.74008 -4.58389 0.94937  0.17
C 3.57161 2.10094 0.43900  -0.10
C 2.17667 2.57629 0.00077  -0.69
H -0.26535 2.88948 0.99223  0.02
N 0.65107 -0.83399 -1.15149  -0.06
C -1.20844 2.41330 1.05602  -0.34
H -2.13054 -0.17128 -2.33148  0.10
H -1.18471 1.27857 -2.80214  0.13
Fe -0.43153 -0.60710 0.59624  0.32
O 1.65552 2.89859 1.21195  -0.32
H -4.07079 -3.90766 -0.55630  0.15
C -3.63423 -3.54621 0.37354  -0.04
H -1.85436 3.16763 1.52487  0.10
P 1.46580 -1.15583 1.55153  0.84
H 3.08387 3.51923 -1.74625  0.07
H 1.67436 1.70480 -0.51607  0.09
H -2.12786 0.88108 2.72313  -0.04
H -0.31923 -1.36680 -2.94822  0.13
H -4.42756 -3.31879 1.09843  0.15
P -0.88547 0.89740 2.06758  0.85
N -1.19836 0.81044 -0.73535  -0.09
C 1.86065 -1.35708 -1.09298  -0.20
H -2.25709 -4.21818 1.78439  0.17
C 2.43971 -1.59593 0.14061  -0.25
H 2.25227 -0.24588 2.29365  -0.01
C 2.23402 3.69196 -1.06391  -0.07
H 2.37940 -1.57519 -2.02651  0.14
C 0.00662 -0.47043 -2.40516  -0.17
H -2.03722 -4.87416 0.26268  0.18
H 3.44005 1.21878 1.06352  0.02
H 0.00431 1.35998 3.07340  -0.02
H 1.41103 -2.31247 2.35741  -0.03
H -2.06957 2.71755 -0.94442  0.15
H 1.31686 3.72761 -1.64078  0.05
C -1.52057 1.98495 -0.34458  -0.14
O -1.62293 -2.43293 0.76588  -0.13
H 4.26559 1.92037 -0.37091  0.05
H 2.35899 4.65335 -0.56297  0.08
H 3.96679 2.86809 1.11776  0.08
H 0.70388 0.07043 -3.05797  0.13

=====

[3]
Molecular formula: C21H41FN4O6P
Method: DFT, wB97M-V/def2-TZVPD

Calculated values
- net charge = -1
- 2S+1 = 1
- E (Eh) = -1936.20755
- energy relative to the best compared isomer or geometry (same formula, charge and spin) (kcal/mol) = 78.6
- LUMO energy (eV) = 1.9829

Each line ends with the Löwdin charge.
Geometry (Å):
H 0.33703 3.00422 1.75727  0.09
C 1.40293 1.34955 0.48103  -0.20
P 4.83845 1.21641 0.11900  0.29
O 2.33548 1.13656 1.52997  -0.19
H 5.91718 1.83207 -0.63942  -0.06
H -1.49225 3.71227 0.01174  0.07
H -0.32231 -4.39222 4.97943  0.09
C -2.04690 -6.77209 -2.75034  -0.35
H -4.72375 -2.46818 -0.75734  0.08
H 5.19423 -0.07348 -0.49106  -0.07
H -1.55249 2.46121 -2.41647  0.07
F 3.78155 3.99679 -1.34197  -0.03
H -2.97442 8.19169 0.57315  0.12
C -0.30559 -5.34577 -1.84370  -0.03
C -2.46423 -0.93453 -0.32955  -0.05
C 0.31942 2.46766 0.74202  -0.02
H -4.59116 -2.45873 -2.53274  0.08
H 5.81612 0.89892 1.17613  -0.06
C 0.27603 1.00015 -1.94642  -0.07
O 2.73125 4.61586 0.58275  0.01
H -1.77247 -1.56253 0.22369  0.05
N -2.95053 -1.66705 -1.48557  -0.18
H 0.34970 -2.13093 2.12721  0.10
H -0.32624 6.57985 -1.47708  0.10
C 3.62134 3.88530 0.09400  -0.36
H -2.49625 -7.77829 -2.70963  0.12
H 0.50862 -5.37823 -1.11868  0.09
H -2.52663 -2.65628 -3.24316  0.13
H 0.49881 -7.92874 -1.27562  0.09
O -2.75292 6.31827 -0.16524  0.00
H -1.14958 -8.59378 -1.18262  0.08
H -0.13278 9.62532 -0.38327  0.09
H -1.93225 -0.04270 -0.67007  0.06
H -3.29321 -0.64319 0.31680  0.09
C -0.57694 9.11459 0.47524  -0.07
O -0.84598 -1.95501 -2.35270  -0.01
C 4.55374 2.90986 0.97678  -0.29
H 3.21857 -0.64800 0.58709  0.07
H -1.01709 -4.56657 -1.56245  0.08
H 5.58515 3.43840 0.98641  0.08
H 4.22308 2.86138 2.06665  0.08
C -2.31806 7.40759 0.16019  -0.35
H -1.41388 9.70667 0.84995  0.08
H 3.99242 -0.01164 2.12180  0.09
C -0.76770 2.88148 -0.28125  -0.08
H 0.20530 0.51598 -2.97308  0.08
H 3.94743 1.51180 -0.98915  -0.04
C -0.03686 6.86396 -0.46245  -0.03
H 0.95544 7.31556 -0.47726  0.09
N -0.99476 -6.62271 -1.89598  -0.20
O -2.21436 -2.94644 1.49148  0.00
O -2.47656 -5.91185 -3.49566  0.01
H -0.85396 -5.61596 3.80135  0.08
H 2.10218 -0.17934 -1.11604  0.09
H 0.78863 -4.93911 3.69272  0.09
C -0.03985 -2.36310 3.12145  -0.03
C -0.54314 -7.69780 -1.03874  -0.07
C -4.37161 -1.89872 -1.62174  -0.07
H -0.75495 -1.58758 3.40628  0.10
H 0.09303 -5.11464 -2.83420  0.10
C 3.48396 0.32620 1.13529  -0.39
C -0.76604 2.13409 -1.64774  -0.11
H -0.61857 -7.37781 0.00400  0.08
C 1.33643 0.62350 -0.87964  -0.02
H -0.02260 5.96738 0.16119  0.08
H 0.78033 -2.38707 3.83979  0.09
N -0.71953 -3.64611 3.08003  -0.20
C -2.05364 -2.11429 -2.40739  -0.35
C -0.25298 -4.71511 3.93735  -0.07
N -1.01565 7.79770 0.06560  -0.21
H -2.21989 -4.81346 2.28002  0.13
H -4.88761 -0.93538 -1.65997  0.08
C -1.77648 -3.80478 2.23478  -0.32
H 0.17085 9.01098 1.26578  0.09

=====

[4]
Molecular formula: C40H57N4O6PPd
Method: DFT, wB97M-V/def2-TZVPD

Calculated values
- net charge = -2
- 2S+1 = 1
- E (Eh) = -2698.31908
- energy relative to the best compared isomer or geometry (same formula, charge and spin) (kcal/mol) = 0.0
- LUMO energy (eV) = 4.4267

Each line ends with the Löwdin charge.
Geometry (Å):
H -0.67259 -3.51371 2.16716  0.07
C -1.66493 3.33380 -4.88312  -0.11
C 1.52982 1.16277 4.33817  -0.16
C -2.85629 -0.60491 -3.63820  -0.07
H -2.09939 -3.90374 -2.93528  0.09
H -0.76701 -1.76643 1.86794  0.04
H 2.22206 4.82629 -4.49632  0.07
C -1.10582 1.23631 -3.81148  -0.14
C 2.55019 4.16246 -3.68872  -0.07
C 2.97367 -0.82380 0.56179  -0.17
H -0.97433 -2.58496 4.28654  0.12
C -1.91651 1.98853 -4.65108  -0.06
C 2.57765 -0.83010 2.03594  -0.53
H 0.54344 -0.86431 -4.29476  0.07
H 2.27349 1.99033 2.55410  0.12
C 1.02510 -3.36368 4.37089  -0.07
H 1.75534 3.22434 -1.93703  0.13
C 3.88171 -0.72390 -2.00667  -0.02
H -2.99383 -1.63144 -3.28993  0.05
H -3.18229 2.87045 -1.89593  0.08
C -0.00048 -2.35335 3.83567  -0.35
O 2.49251 0.83915 -3.76811  -0.04
H 0.32055 -5.62330 -0.87431  0.11
C 1.94279 0.68775 -2.65222  -0.52
H -3.30281 -5.16415 -3.09132  0.10
C -0.33286 -3.62282 -0.98487  -0.52
H -0.66538 2.55128 3.18549  0.07
C 3.90073 1.83010 3.92528  -0.06
C 4.14025 -1.50315 0.22482  -0.02
H -2.77213 1.52214 -5.12592  0.09
C -1.38406 -0.22241 -3.52665  -0.38
H 0.11671 5.03602 -1.36329  0.07
O -3.11866 1.49152 -0.38420  -0.35
H -0.00557 0.66580 7.32972  0.08
H 4.17660 -0.62248 -3.04066  0.10
C 0.97345 5.20559 -2.01901  -0.08
C -0.65827 2.37621 2.10882  -0.15
H -2.85282 3.54260 -0.27390  0.08
O -3.11344 -0.29914 1.24240  -0.37
H -3.86615 0.70035 2.89371  0.08
H -4.84311 -0.64052 2.24589  0.07
H 3.39595 4.63886 -3.18230  0.07
H 1.42004 2.30883 6.14267  0.09
C 0.00459 1.84524 -3.18844  -0.19
N 0.76239 1.12125 -2.26957  0.05
C -3.48593 -3.97950 -1.30426  -0.18
O -1.92738 1.82356 1.75900  -0.34
H 2.41525 3.87025 4.96729  0.06
H -3.47962 0.04439 -3.01883  0.08
H -2.30829 3.90763 -5.54137  0.08
C 1.11975 1.39433 5.64137  -0.07
H -4.15826 -3.27125 -1.79593  0.10
C -1.63143 -5.67890 -1.83565  -0.19
H -4.78947 0.92177 1.39031  0.07
C -2.65601 2.70875 -0.95520  -0.15
H -0.64245 -1.42744 6.18209  0.10
H -1.58392 2.66481 -1.16874  0.06
H -0.50551 3.32253 1.58159  0.08
H -0.62871 -2.17513 -4.10263  0.06
N 2.26124 -0.14624 -0.34780  0.13
C 2.43149 2.14875 3.62353  -0.38
H 2.87950 3.21781 -4.12114  0.06
C 1.14869 -0.02558 3.66525  -0.18
H -3.21880 -0.55855 -4.67055  0.07
H -1.13952 -1.78708 -0.61456  0.04
H -4.11949 -4.72074 -0.80371  0.10
H 1.79416 5.60081 -1.41455  0.07
C -0.59008 3.93678 -4.24968  -0.07
C 1.40110 3.90932 -2.70883  -0.37
C -0.63489 -5.10697 -0.80682  -0.10
H -1.07030 -6.07931 -2.68380  0.10
H 2.00807 -3.12072 3.95891  0.07
C 0.36830 -0.97000 4.35684  -0.12
H -1.08569 -0.38038 -2.48320  0.08
H 4.13761 0.80584 3.63409  0.07
H 0.75842 -4.38195 4.06732  0.07
C 4.59508 -1.45829 -1.07890  -0.07
C -2.65211 -3.23881 -0.23768  -0.19
P -2.00598 0.70340 0.56022  0.66
C 0.24620 3.21712 -3.40376  -0.15
N 1.49484 -0.16021 2.32792  0.09
H -3.17920 -2.35092 0.10761  0.10
C -0.03060 -0.69271 5.66411  -0.08
H 1.09156 -3.32914 5.46128  0.07
H 2.69294 4.26373 3.27316  0.07
C 2.12676 3.61205 3.94358  -0.09
H 4.56435 2.51869 3.39187  0.07
O 3.32797 -1.47358 2.81759  -0.06
H -2.16117 -6.52610 -1.38672  0.10
H 0.14931 1.68107 1.86364  0.03
H 0.69694 5.97675 -2.74423  0.06
H 5.49812 -1.98572 -1.36727  0.09
H 4.65120 -2.03490 1.01395  0.10
H 1.06560 3.83958 3.82430  0.06
H 4.09217 1.93515 4.99848  0.07
H -2.52366 -3.87578 0.64401  0.10
H -0.39699 4.99219 -4.41677  0.10
O 0.77179 -3.23378 -1.32965  0.04
C -4.21139 0.20928 1.98258  -0.15
N -1.36964 -2.78879 -0.73199  0.07
H -0.78572 -1.02476 -5.45162  0.08
C 0.32768 0.47365 6.31582  -0.12
C 2.71206 -0.09263 -1.60284  -0.18
C -0.16854 -2.55152 2.33010  -0.08
C -0.50947 -1.12814 -4.39598  -0.04
Pd -0.13933 0.06687 -0.26579  0.39
H 0.78855 -2.58730 1.81540  0.07
C -2.64252 -4.66705 -2.37386  -0.22
H -1.01490 -5.25274 0.20735  0.10

=====

[5]
Molecular formula: C5H15N3O2
Method: DFT, wB97M-V/def2-TZVPD

Calculated values
- 2S+1 = 1
- E (Eh) = -514.15830
- energy relative to the best compared isomer or geometry (same formula, charge and spin) (kcal/mol) = 57.9
- LUMO energy (eV) = 0.4327
- SMILES string = CN(N)[C@](C)(O)CO.C=N

Each line ends with the Löwdin charge.
Geometry (Å):
H 1.29523 -1.96479 1.69767  0.08
H 1.67598 0.47642 -2.17590  0.08
N 1.09812 -1.74824 -0.76019  0.04
H -3.31583 -0.62285 1.50932  0.09
H -0.57469 1.32340 1.21940  0.06
H -1.76937 1.17843 -0.88253  0.10
C -0.94120 0.61896 -1.33316  -0.16
H 0.50278 -1.73531 -1.58321  0.06
H 2.58771 0.90107 -0.70895  0.08
O -1.32936 -0.62954 -1.85994  -0.09
N -1.88177 0.85743 1.86356  0.06
H -2.59187 1.48585 2.23070  0.09
C 0.48492 0.59756 -0.34676  -0.56
C -2.29351 -0.25740 1.40973  -0.04
H 0.87171 -0.30635 2.18023  0.07
N 0.59596 -0.78462 0.16170  -0.25
O 0.34820 1.49422 0.66225  -0.07
H -1.54932 -1.21422 -1.12596  0.07
C 1.33434 -0.91600 1.40946  -0.08
H 2.05024 -1.51663 -1.05420  0.08
H -0.62188 1.21341 -2.18840  0.10
H 1.52877 2.09195 -1.46074  0.09
H -1.53845 -0.96194 1.07432  0.06
H 2.38613 -0.61471 1.30578  0.08
C 1.64721 1.03390 -1.24413  -0.03

=====

[6]
Molecular formula: C2H6FNO
Method: DFT, wB97M-V/def2-TZVPD

Calculated values
- 2S+1 = 1
- E (Eh) = -309.48577
- energy relative to the best compared isomer or geometry (same formula, charge and spin) (kcal/mol) = 113.0
- LUMO energy (spin up / spin down) (eV) = 0.9215 / 0.4938

Each line ends with the Löwdin charge.
Geometry (Å):
F -0.13774 -1.54294 0.19319  0.02
N -2.41067 -0.06875 0.24907  -0.07
C 0.25615 -0.52280 -0.56116  -0.19
H 1.08109 0.88752 1.06793  0.11
O -1.63036 0.69395 -0.55400  -0.21
H -1.96921 -0.09404 1.15980  0.08
H 1.89042 1.16851 -0.67388  0.12
C 1.35441 0.38513 0.03638  -0.07
H 2.16431 -0.26090 0.22328  0.03
H 0.03416 -0.68758 -1.58865  0.10
H -2.56424 -0.93908 -0.26557  0.09